The following is a DFT calculation (ωB97M-V/def2-TZVPD) of an isolated ion of composition C7H11ClN3 and charge +1 at a distorted geometry.

Computed properties:
Net charge: +1
M, u: 172.64
Max |F|, eV/Å: 4.745
Energy relative to the best compared isomer or geometry (same formula, charge and spin), kJ/mol: 357.2
HOMO level (spin up / spin down), eV: -12.172 / -12.134
Kohn-Sham gap (spin up / spin down), eV: 7.13 / 7.09

Element x y z (Å)
C (-0.891, -1.357, 1.042)
C (0.628, 1.097, -0.512)
C (-0.251, -1.801, -0.297)
C (1.106, -1.345, -0.302)
C (-1.849, 1.664, 0.334)
C (-2.468, 0.362, 0.613)
C (2.759, 0.317, -0.323)
N (-1.760, -0.570, 1.410)
N (1.352, -0.012, -0.338)
N (-0.580, 1.684, -0.196)
Cl (-2.840, -0.330, -1.079)
H (-0.509, -1.721, 1.939)
H (1.354, 1.866, -0.864)
H (-0.238, -2.957, -0.207)
H (-0.748, -1.594, -1.206)
H (1.883, -2.013, 0.015)
H (-2.239, 2.619, 0.476)
H (-3.472, 0.629, 1.098)
H (2.935, 1.138, 0.270)
H (3.313, -0.552, 0.081)
H (3.156, 0.325, -1.310)
H (-0.640, 2.550, -0.643)